1.
This record from the OMol25 dataset describes 7 unconnected molecules or ions with the total composition C46H61FO21S at a distorted geometry. The level of theory is ωB97M-V/def2-TZVPD.

Summary:
- Frontier orbital gap: 7.2 eV
- SMILES string: O=C1C(CCc2ccccc2)=C(CCCS)C(=O)C(C[C@H]2CO2)=C1CCF.C[C@@H]1COC(=O)O1.C[C@@H]1COC(=O)O1.C[C@@H]1COC(=O)O1.C[C@@H]1COC(=O)O1.C[C@@H]1COC(=O)O1.C[C@@H]1COC(=O)O1
- Net charge: 0
- DFT total energy: -105232.3064 eV
- HOMO: -0.3090 hartree

```
130
Properties=species:S:1:pos:R:3:forces:R:3:mulliken_charge:R:1
O 2.97757 -3.81256 5.95989 -2.223 3.789 -1.016 -0.680
C 2.37049 -2.72389 5.71716 1.333 -2.136 1.005 0.515
C 2.16247 -2.23435 4.19688 -0.792 1.184 1.105 0.125
C 2.66608 -3.23058 3.06029 -0.813 0.427 -0.627 -1.125
C 3.84859 -2.66638 2.13502 1.014 -0.120 0.132 0.092
C 5.16043 -2.20640 2.91570 3.585 0.492 1.353 0.331
C 6.50977 -2.90744 2.51292 0.292 1.916 1.902 -0.507
C 7.88470 -2.56569 3.12452 -3.080 1.907 1.033 -0.442
C 7.97627 -1.44318 4.20081 -3.679 -1.404 -1.869 -0.462
C 6.64911 -0.76019 4.63026 0.054 -1.793 -2.047 -0.496
C 5.24999 -1.11289 4.00439 3.085 -1.858 -1.206 -0.050
C 1.51972 -0.98661 3.99706 1.142 -2.271 0.241 0.483
C 1.22615 -0.43280 2.53372 -0.644 0.592 0.657 1.088
C -0.37477 -0.21773 2.29662 0.331 0.097 -0.856 -0.518
C -0.77118 1.32430 2.07281 -0.664 -0.427 0.868 -0.498
S 0.19431 2.13578 0.68695 0.317 0.086 0.848 -0.272
C 1.07921 -0.14124 5.26359 -1.530 2.631 -0.048 0.450
O 0.51825 0.98480 5.07645 1.970 -3.721 0.396 -0.700
C 1.24204 -0.60991 6.78559 0.935 -2.686 -0.694 0.694
C 0.73291 0.33616 7.95408 3.110 1.081 0.714 -1.273
C 2.16317 1.05039 8.59855 -0.228 2.899 -2.303 0.301
C 2.80122 2.27489 7.63882 -1.729 0.056 5.099 -0.653
O 2.02984 2.49013 9.03279 1.200 -4.083 -0.925 -0.475
C 1.85646 -1.89120 6.98584 -0.864 2.809 -0.124 0.583
C 2.00057 -2.43706 8.50245 -1.332 -0.062 -0.856 -1.013
C 0.61649 -3.22343 8.85475 1.001 -0.190 0.539 -0.313
F -0.55746 -2.50072 8.43633 1.697 -0.909 0.465 -0.307
H 2.94392 -4.27594 3.44172 -0.317 1.866 -0.109 0.362
H 1.75974 -3.39881 2.35747 1.362 0.285 1.088 0.283
H 4.15450 -3.53042 1.42943 -0.440 1.427 1.125 0.327
H 3.54436 -1.80165 1.44853 0.157 -1.188 1.143 -0.036
H 6.47521 -3.71778 1.69844 0.000 1.397 1.411 0.224
H 8.83297 -3.11972 2.77785 -1.790 1.006 0.596 0.300
H 9.00691 -1.18371 4.61445 -1.849 -0.225 -0.462 0.306
H 6.68796 0.07655 5.41994 -0.089 -1.521 -1.402 0.285
H 4.30508 -0.56821 4.34605 1.687 -0.821 -0.502 0.333
H 1.80560 0.56025 2.40302 -1.087 -1.502 0.243 0.235
H 1.57408 -1.10915 1.68686 -0.217 0.644 1.617 -1.255
H -0.65250 -0.75949 1.31212 0.488 0.843 1.535 0.173
H -1.00477 -0.74080 3.10800 1.015 1.121 -1.034 0.348
H -0.66092 1.98210 2.99768 -0.044 -1.153 -1.163 0.300
H -1.89013 1.34356 1.78303 1.851 0.168 0.202 0.221
H 1.29572 2.71074 1.34677 -1.336 -0.763 -0.346 0.128
H 0.18735 1.27431 7.61486 0.389 -1.680 0.233 0.310
H 0.26794 -0.19929 8.84321 0.268 0.594 -1.617 0.302
H 2.93906 0.33311 9.16511 -1.751 2.018 -1.294 0.248
H 3.87877 2.53090 7.93843 -1.634 -0.371 -1.239 0.311
H 2.08705 3.03492 7.17975 1.577 -1.767 -0.888 0.294
H 2.90269 -3.11912 8.64437 -1.387 0.730 -0.384 0.390
H 2.07720 -1.59659 9.26939 0.019 -0.937 -1.415 0.158
H 0.64053 -4.24371 8.34806 -0.360 1.422 0.614 0.304
H 0.55238 -3.33277 10.00220 -0.038 0.061 -1.878 0.299
C -5.14975 0.33037 -0.34205 -0.063 -0.168 0.250 -1.514
C -3.78564 0.36243 -0.99703 -1.162 0.433 0.459 0.777
C -3.81292 0.06492 -2.46638 -0.283 0.537 -0.611 -0.521
O -2.50905 -0.46387 -2.68935 0.462 -0.435 0.609 -0.315
C -2.12037 -1.03503 -1.51501 0.678 -0.544 0.086 0.583
O -1.16787 -1.75417 -1.39169 -0.677 0.574 -0.067 -0.572
O -2.95845 -0.68534 -0.49716 0.752 -0.356 -0.598 -0.356
H -5.05412 0.25373 0.74369 0.067 0.148 -0.065 0.424
H -5.72071 1.22823 -0.58632 0.103 -0.090 -0.027 0.271
H -5.72406 -0.54088 -0.66926 0.091 0.075 -0.061 0.356
H -3.28563 1.31427 -0.78279 0.026 -0.051 -0.122 0.222
H -3.98340 0.95291 -3.07411 0.126 -0.159 -0.009 0.322
H -4.54421 -0.70178 -2.74156 -0.049 0.102 0.177 0.327
C 2.08973 -1.84391 -1.52439 -0.023 -0.233 0.112 -1.005
C 3.45606 -1.81169 -2.17402 -1.079 0.346 0.494 0.584
C 3.43529 -2.10908 -3.64338 -0.293 0.525 -0.544 -0.163
O 4.74021 -2.63706 -3.86182 0.378 -0.406 0.584 -0.292
C 5.12425 -3.20868 -2.68614 0.663 -0.508 0.072 0.536
O 6.07645 -3.92783 -2.56161 -0.793 0.648 0.035 -0.543
O 4.28362 -2.86063 -1.67284 0.653 -0.313 -0.507 -0.268
H 2.18088 -1.92065 -0.43836 0.027 0.169 -0.069 -0.223
H 1.51895 -0.94594 -1.77018 0.057 -0.081 0.041 0.426
H 1.51629 -2.71463 -1.85334 0.054 0.107 -0.023 0.354
H 3.95479 -0.85971 -1.95786 0.045 -0.066 -0.121 0.205
H 3.26693 -1.22104 -4.25157 0.237 -0.169 -0.048 -0.030
H 2.70545 -2.87655 -3.92177 -0.041 0.060 0.199 0.385
C -10.01026 2.48169 -0.88161 0.001 -0.359 -0.013 -1.538
C -8.82555 3.09978 -1.59370 -0.991 -0.012 0.868 0.758
C -9.13700 3.59383 -2.97505 -0.415 0.421 -0.252 -0.427
O -7.87002 3.50926 -3.61774 0.461 -0.621 0.215 -0.322
C -7.19185 2.50496 -2.99796 0.601 -0.173 -0.378 0.657
O -6.17492 2.01822 -3.41013 -0.684 0.323 0.362 -0.525
O -7.81961 2.12134 -1.85226 0.565 0.068 -0.750 -0.372
H -9.67887 1.88254 -0.03065 -0.002 0.200 0.027 0.377
H -10.69782 3.25297 -0.52693 0.121 -0.011 -0.012 0.364
H -10.56195 1.80839 -1.54410 0.068 0.077 -0.008 0.363
H -8.37893 3.88304 -0.97296 -0.027 -0.006 -0.216 0.305
H -9.51017 4.61526 -2.98325 0.231 -0.159 -0.177 -0.071
H -9.83866 2.95248 -3.51937 0.012 -0.093 0.189 0.410
C -0.18757 1.63705 -5.45860 -0.057 -0.242 0.195 -1.451
C 1.17686 1.67340 -6.11442 -1.109 0.392 0.499 0.495
C 1.15267 1.37758 -7.58579 -0.179 0.361 -0.514 -0.552
O 2.45767 0.85275 -7.80878 0.256 -0.298 0.506 -0.346
C 2.84662 0.28030 -6.63490 0.868 -0.631 -0.024 0.649
O 3.79881 -0.43682 -6.51217 -0.782 0.604 -0.079 -0.515
O 2.00774 0.62625 -5.61832 0.555 -0.255 -0.524 -0.256
H -0.09182 1.55909 -4.37337 0.024 0.161 -0.079 0.336
H -0.76107 2.53458 -5.70119 0.105 -0.038 0.019 0.426
H -0.76004 0.76494 -5.78678 0.100 0.055 -0.021 0.339
H 1.67424 2.62595 -5.89886 0.027 -0.071 -0.117 0.240
H 0.98067 2.26679 -8.19299 0.200 -0.107 -0.038 0.313
H 0.42372 0.60903 -7.86284 -0.046 0.081 0.186 0.316
C 7.49135 -5.46837 -4.69626 0.062 -0.299 0.101 -1.328
C 8.85893 -5.43374 -5.34442 -1.175 0.305 0.482 0.581
C 8.84210 -5.72902 -6.81561 -0.147 0.383 -0.490 -0.516
O 10.14751 -6.25495 -7.03204 0.270 -0.289 0.396 -0.327
C 10.53024 -6.82862 -5.85538 0.826 -0.669 0.240 0.631
O 11.48181 -7.54605 -5.72993 -0.740 0.589 -0.146 -0.545
O 9.68689 -6.48237 -4.84385 0.607 -0.254 -0.634 -0.347
H 7.58061 -5.54639 -3.61208 0.002 0.244 -0.147 0.354
H 6.92028 -4.57098 -4.94119 0.119 -0.055 0.103 0.315
H 6.91961 -6.34031 -5.02813 0.122 0.025 -0.082 0.297
H 9.35611 -4.48168 -5.12598 0.015 -0.063 -0.114 0.248
H 8.67413 -4.83938 -7.42345 0.192 -0.103 -0.036 0.307
H 8.11375 -6.49676 -7.09665 -0.050 0.079 0.189 0.333
C -12.21088 8.23190 -0.80802 -0.063 -0.240 0.202 -1.437
C -10.84511 8.25342 -1.46093 -1.073 0.406 0.486 0.492
C -10.86912 7.94967 -2.93036 -0.216 0.407 -0.514 -0.514
O -9.56796 7.41302 -3.14729 0.295 -0.406 0.490 -0.297
C -9.18604 6.84441 -1.96950 0.862 -0.324 0.218 0.673
O -8.23850 6.12016 -1.84275 -0.729 0.751 -0.031 -0.535
O -10.02332 7.20194 -0.95718 0.579 -0.331 -0.589 -0.334
H -12.11783 8.15927 0.27766 0.043 0.179 -0.087 0.359
H -12.77646 9.13261 -1.05673 0.104 -0.047 0.021 0.380
H -12.78979 7.36264 -1.13272 0.096 0.059 -0.045 0.338
H -10.34045 9.20293 -1.24961 0.024 -0.080 -0.115 0.290
H -11.03266 8.83663 -3.54301 0.202 -0.119 -0.042 0.316
H -11.60386 7.18550 -3.20456 -0.051 0.085 0.176 0.297
```
Positions in Å, forces in eV/Å.

***

2.
This record from the OMol25 dataset describes 12 unconnected molecules or ions with the total composition C46H62BF4O23S3 at a distorted geometry. The level of theory is ωB97M-V/def2-TZVPD.

Summary:
- Frontier orbital gap: 9.0 eV
- Net charge: -1
- DFT total energy: -139855.9437 eV
- HOMO: -0.2600 hartree

```
139
Properties=species:S:1:pos:R:3:forces:R:3:mulliken_charge:R:1
O -0.27644 -1.24626 -3.14178 0.067 -0.026 -0.208 -0.761
C -0.36352 -0.75595 -2.05670 0.117 -0.588 1.029 0.645
O 0.54678 -0.76398 -1.09198 0.283 0.086 -0.259 -0.504
B 0.13639 0.13080 0.01735 0.647 -0.985 -1.375 0.795
O -1.21579 0.58922 -0.36405 0.295 -0.232 0.863 -0.539
C -1.57913 -0.03540 -1.46103 -0.776 1.403 -1.696 0.772
O -2.61748 0.12504 -2.04897 0.073 -0.435 0.480 -0.725
O 1.12146 1.22034 0.16240 -1.123 -0.660 1.199 0.111
C 1.13010 1.41606 1.49304 0.565 1.349 -0.596 0.739
O 1.43675 2.46045 1.99051 0.278 -0.194 0.536 -0.609
C 0.60547 0.16440 2.22615 -0.325 0.500 -0.666 0.197
O 0.14573 -0.63352 1.28149 -0.237 0.037 0.238 -0.553
O 0.54939 0.02910 3.40765 0.173 -0.372 0.513 -0.554
F -4.87577 4.16965 1.69359 -0.244 0.410 0.252 -0.328
C -3.87211 4.42483 2.56286 0.598 -0.456 -0.215 0.190
C -3.96930 5.40554 3.52582 -0.620 -0.068 -0.497 -0.603
C -2.89123 5.61691 4.37558 0.698 -0.004 0.005 -0.345
C -1.77918 4.77744 4.33022 -0.309 -0.266 -0.819 -0.762
C -1.73262 3.76473 3.36398 0.147 0.482 -0.052 -0.277
C -2.74509 3.64363 2.42102 -0.002 -0.716 0.855 -0.027
H -4.91948 5.92560 3.53735 0.235 0.423 0.292 0.405
H -2.81249 6.48375 5.01850 -0.519 -0.084 0.216 0.352
H -0.92919 4.92417 4.98031 -0.068 0.065 0.120 0.431
H -0.86996 3.11464 3.29599 0.029 -0.012 0.076 0.248
H -2.75819 2.81203 1.72854 0.107 0.159 -0.224 0.696
F 5.05801 -1.84271 7.79760 -0.301 0.070 0.364 -0.337
C 4.64915 -1.25455 6.66737 -0.250 1.722 -1.208 0.471
C 3.70587 -0.19951 6.64091 0.160 -1.073 0.820 -0.511
C 3.38801 0.39101 5.43858 0.537 -0.505 -0.516 -0.334
C 4.10309 0.04433 4.27794 -1.727 0.400 -0.185 -0.649
C 4.93261 -1.04138 4.28015 1.447 -0.210 0.316 -0.483
C 5.27405 -1.62347 5.49110 -0.214 -0.727 1.311 -0.286
H 3.17483 0.10438 7.53391 0.043 -0.184 0.115 0.390
H 2.50094 1.00319 5.34834 0.309 0.491 0.100 0.446
H 3.82150 0.58685 3.38373 0.183 -0.236 -0.209 0.505
H 5.47554 -1.43928 3.43193 -0.261 0.409 -0.352 0.393
H 6.02569 -2.38974 5.64361 -0.005 -0.126 -0.597 0.381
F -1.61003 7.11549 -3.31850 -0.240 0.089 -0.123 -0.439
C -1.31350 6.23565 -2.33985 0.683 0.800 1.295 0.608
C 0.00363 6.26665 -1.83844 -1.354 -1.194 -0.359 -0.829
C 0.35769 5.25111 -0.93205 0.039 2.291 -0.716 -0.207
C -0.63379 4.44571 -0.41938 0.290 -1.819 0.327 -0.476
C -1.94199 4.48251 -0.85159 -0.203 1.537 -0.351 -0.117
C -2.32494 5.49301 -1.75348 0.456 -1.284 -0.678 -0.883
H 0.67047 7.02864 -2.21543 0.245 -0.227 -0.076 0.426
H 1.40457 5.28902 -0.66361 -0.086 -0.652 0.506 0.362
H -0.39773 3.62517 0.24987 0.318 0.213 0.129 0.507
H -2.66425 3.78143 -0.46095 -0.078 0.050 -0.009 0.620
H -3.32870 5.52409 -2.15489 -0.034 0.170 0.026 0.373
F -1.92843 5.57470 -6.35840 -0.102 -0.411 -0.482 -0.384
C -1.42068 4.57469 -5.60265 0.083 0.472 1.114 0.218
C -0.11375 4.69455 -5.18741 0.368 -0.651 0.734 -0.789
C 0.30513 3.80988 -4.17852 -0.034 -0.697 -0.787 0.076
C -0.50079 2.75344 -3.74439 0.035 0.956 0.394 -0.434
C -1.84211 2.70382 -4.11207 0.683 0.040 -0.603 -0.451
C -2.27369 3.63755 -5.04742 -0.763 -0.012 -0.457 -0.657
H 0.52940 5.45490 -5.60743 -0.014 0.126 0.164 0.500
H 1.29376 3.82598 -3.74218 0.139 0.424 -0.251 0.475
H -0.03008 2.08480 -3.03445 -0.382 -0.179 0.123 0.526
H -2.50759 1.94675 -3.72188 -0.047 0.021 0.015 0.402
H -3.30329 3.67229 -5.38452 -0.054 -0.091 0.135 0.437
C 0.83554 -4.09183 -7.64035 0.607 -0.392 -0.328 -0.906
S 0.19041 -4.93011 -6.16936 0.567 0.081 0.591 0.536
O 0.53150 -6.37673 -6.36531 0.018 0.694 0.144 -0.639
C 1.45970 -4.22264 -4.99165 0.171 -0.243 0.108 -0.791
H 1.91024 -4.28268 -7.67808 0.062 0.280 0.232 0.294
H 0.60810 -3.02951 -7.69956 -0.032 0.005 0.264 0.289
H 0.47170 -4.59914 -8.53422 -0.528 -0.029 0.238 0.367
H 1.36443 -3.16851 -4.72322 -0.309 0.169 -0.751 0.246
H 2.44077 -4.44030 -5.41425 -0.025 0.136 -0.158 0.370
H 1.45634 -4.67992 -4.00022 -0.553 -0.623 -0.292 0.249
C -1.46827 -3.86230 1.70550 0.920 0.737 -0.642 0.180
S -0.53669 -5.27420 1.05784 -1.490 0.010 0.017 0.453
O -1.58122 -6.29527 0.74281 0.404 -0.330 -0.031 -0.664
C -0.08064 -4.51748 -0.51517 0.700 -0.087 0.162 -0.833
H -0.73677 -3.07488 1.49355 -0.198 0.418 0.822 -0.140
H -1.73921 -3.96812 2.75223 0.404 -0.123 0.085 0.317
H -2.36019 -3.57288 1.14794 -0.027 -0.626 -0.320 -0.134
H 0.49970 -5.25998 -1.06413 -0.423 -0.258 -0.088 0.436
H 0.64874 -3.72044 -0.35226 -0.383 0.324 0.127 0.332
H -0.97382 -4.20467 -1.05094 0.059 0.042 -0.066 0.139
C -2.27820 -2.11606 5.29750 0.979 0.141 -0.371 -0.130
S -2.52873 -1.07796 6.78862 -0.852 -0.523 0.117 0.578
O -3.55485 -0.00013 6.60956 0.635 -0.725 -0.334 -0.662
C -3.37983 -2.38131 7.73232 -0.129 -0.446 0.611 -0.989
H -3.11919 -2.64059 4.84873 -0.389 0.451 0.185 0.429
H -1.50826 -2.87360 5.47500 -0.321 -0.166 0.846 -0.096
H -1.71530 -1.52305 4.57047 -0.655 0.471 -0.155 -0.070
H -3.63312 -2.05831 8.74360 0.268 0.518 -0.108 0.358
H -2.75249 -3.26483 7.86662 0.175 0.077 -0.319 0.293
H -4.33497 -2.68496 7.30195 0.162 0.190 -0.501 0.303
C 1.25905 -6.83163 6.89511 1.695 -0.615 -0.579 -0.714
O 1.66474 -5.46433 6.87890 -0.567 0.796 0.166 -0.336
C 0.90793 -4.58704 6.19071 -0.866 -1.425 0.299 0.803
O -0.12609 -4.89065 5.64476 0.013 0.313 -0.379 -0.618
O 1.44387 -3.41133 6.29063 1.387 0.397 0.498 -0.311
C 1.18570 -2.36062 5.37521 -1.146 0.322 -0.216 0.236
H 0.97154 -7.20590 7.87607 -0.367 0.529 0.054 0.245
H 2.23533 -7.27986 6.67359 -0.393 -0.606 0.035 0.265
H 0.57157 -7.11494 6.10323 -0.231 0.353 0.152 0.351
H 0.40788 -2.63499 4.66369 0.264 -0.205 -0.143 -0.207
H 2.10224 -2.08103 4.86270 0.021 0.001 0.153 0.071
H 0.76507 -1.54508 5.96356 0.340 0.208 -0.143 0.240
C 0.86409 0.51846 -5.94446 -0.890 -0.716 1.173 -0.316
O 1.42517 0.69734 -7.23591 -0.631 0.170 0.101 -0.367
C 2.72575 0.52359 -7.36835 0.042 -0.067 -0.381 0.848
O 3.48889 0.12735 -6.53262 0.288 0.111 0.105 -0.564
O 3.03161 0.86559 -8.63299 -0.145 -0.059 0.463 -0.362
C 4.41827 1.03050 -8.92208 -0.250 -0.721 -0.147 -0.590
H 1.38711 1.01749 -5.13154 0.325 0.238 -0.347 0.070
H 0.74773 -0.51998 -5.62320 0.584 -0.227 -0.427 0.121
H -0.17092 0.85455 -5.93715 0.180 0.516 -0.490 0.405
H 4.96303 0.08595 -8.84906 -0.127 -0.009 0.125 0.289
H 4.86350 1.73073 -8.21626 0.070 0.240 -0.376 0.234
H 4.37545 1.31276 -9.97211 0.540 0.471 0.199 0.221
C 3.81071 3.17187 -0.58615 0.882 -1.599 1.287 -0.745
O 3.54371 3.93166 -1.73877 -1.041 1.153 -0.017 -0.222
C 4.18139 3.61002 -2.86319 0.481 -1.894 0.724 0.782
O 5.04134 2.76795 -2.94091 0.019 0.316 -0.147 -0.585
O 3.65725 4.27248 -3.87157 -0.521 1.267 -0.280 -0.320
C 3.79506 3.74759 -5.17111 0.668 -0.626 -1.303 -0.545
H 4.87914 2.96389 -0.54693 -0.054 -0.146 0.095 0.456
H 3.24989 2.23608 -0.50079 0.137 -0.178 -1.130 0.179
H 3.49868 3.55033 0.39050 -0.026 1.487 -0.626 0.280
H 4.76830 3.31324 -5.40484 0.081 -0.257 0.743 0.380
H 3.72712 4.51411 -5.94258 -0.542 0.481 0.544 0.330
H 3.03073 2.99258 -5.35327 -0.044 -0.001 0.072 0.052
C -4.26855 -2.93313 -1.12690 -0.474 0.179 -0.106 -0.310
O -4.73481 -3.36233 0.15047 1.609 -0.629 0.966 -0.215
C -6.01109 -3.65468 0.36625 0.205 0.893 -0.703 0.661
O -6.90519 -3.16999 -0.27340 -0.332 -0.636 0.193 -0.587
O -6.17601 -4.50366 1.37172 -0.967 -0.705 -0.038 -0.370
C -5.23276 -4.70232 2.42206 0.085 0.460 0.192 -0.429
H -5.03307 -2.27986 -1.54092 0.200 -0.086 -0.435 0.440
H -4.04020 -3.81299 -1.72881 -0.382 0.022 -0.168 0.261
H -3.32925 -2.39662 -1.01796 -0.169 0.163 0.399 -0.183
H -4.26145 -5.08277 2.10682 0.033 0.440 -0.335 0.132
H -5.61984 -5.45113 3.11083 -0.457 0.048 -0.249 0.296
H -5.21880 -3.74102 2.93805 0.701 -0.161 0.246 0.290
```
Positions in Å, forces in eV/Å.